# 1
This record from the Open Molecules 2025 dataset describes a 2-piece molecular cluster, C18H13O4 overall. The level of theory is ωB97M-V/def2-TZVPD.

Structure (ORCA input):
```
! wB97M-V def2-TZVPD RIJCOSX def2/J DEFGRID3
* xyz -1 1
O -2.994 2.451 0.651
C -2.766 1.353 0.215
C -3.895 0.302 -0.062
C -3.805 -0.505 -1.153
C -2.563 -0.361 -2.096
O -2.633 -0.480 -3.297
C -1.230 -0.022 -1.348
C 0.067 -0.558 -1.746
C 1.243 -0.198 -0.932
C 2.600 -0.824 -1.353
C 3.247 -0.568 -2.633
C 4.508 -1.271 -2.895
C 5.122 -2.187 -1.955
C 4.493 -2.426 -0.643
C 3.235 -1.731 -0.385
C 1.142 0.706 0.222
C -0.160 1.237 0.602
C -1.332 0.858 -0.164
H -4.738 0.228 0.671
H -4.601 -1.273 -1.324
H 0.178 -1.224 -2.639
H 2.780 0.131 -3.371
H 5.017 -1.121 -3.873
H 6.073 -2.743 -2.147
H 4.941 -3.129 0.097
H 2.729 -1.901 0.595
H 2.023 0.985 0.842
H -0.260 1.921 1.476
C -2.813 2.291 3.762
C -2.379 1.043 4.541
O -1.384 0.432 4.071
O -3.069 0.780 5.552
H -2.172 2.458 2.897
H -3.842 2.173 3.413
H -2.760 3.171 4.408
*
```

calculated total energy = -27065.8513 eV
F_max = 0.0606 hartree/bohr
orbital gap = 5.56 eV


# 2
This record from the Open Molecules 2025 dataset describes C18H14AgBClF4P as an isolated structure. The level of theory is ωB97M-V/def2-TZVPD.

Structure (ORCA input):
```
! wB97M-V def2-TZVPD RIJCOSX def2/J DEFGRID3
* xyz 0 1
Ag -1.191 1.603 -2.205
Cl 2.145 0.700 -2.760
C 2.693 0.948 -1.130
C 4.039 1.192 -0.929
C 4.511 1.389 0.360
C 3.638 1.343 1.434
C 2.288 1.101 1.222
C 1.790 0.896 -0.062
P 0.018 0.586 -0.378
C -0.727 0.762 1.269
C -0.912 -0.317 2.127
C -1.457 -0.111 3.387
C -1.815 1.166 3.793
C -1.643 2.244 2.934
C -1.108 2.041 1.672
C -0.064 -1.194 -0.755
C -1.211 -1.667 -1.394
C -1.333 -3.013 -1.700
C -0.310 -3.892 -1.374
C 0.831 -3.426 -0.734
C 0.956 -2.081 -0.423
H 4.709 1.227 -1.777
H 5.564 1.581 0.520
H 4.004 1.497 2.441
H 1.612 1.071 2.065
H -0.640 -1.315 1.808
H -1.606 -0.954 4.049
H -2.243 1.320 4.775
H -1.938 3.238 3.242
H -0.992 2.876 0.990
H -2.019 -0.991 -1.658
H -2.225 -3.364 -2.202
H -0.397 -4.942 -1.624
H 1.630 -4.112 -0.482
H 1.851 -1.724 0.074
F -4.922 1.310 -3.847
B -3.748 0.841 -3.333
F -2.613 1.505 -3.980
F -3.593 1.198 -1.949
F -3.573 -0.531 -3.468
*
```

calculated total energy = -56257.0459 eV
F_max = 0.0060 hartree/bohr
orbital gap = 9.32 eV


# 3
This record from the Open Molecules 2025 dataset describes a 2-piece molecular cluster, C18H14Cl6N2O3 overall. The level of theory is ωB97M-V/def2-TZVPD.

Structure (ORCA input):
```
! wB97M-V def2-TZVPD RIJCOSX def2/J DEFGRID3
* xyz 0 1
Cl 1.436 1.243 0.888
C 1.620 2.687 2.117
Cl 2.162 4.143 1.183
C 0.219 3.081 2.643
O -0.653 3.406 1.873
C -0.006 3.099 4.111
Cl -1.580 3.496 4.653
C 1.002 2.785 5.019
Cl 0.658 2.791 6.698
C 2.318 2.455 4.544
Cl 3.532 2.092 5.693
C 2.613 2.412 3.176
Cl 4.205 2.063 2.696
C -0.463 2.311 -2.649
O -0.269 0.924 -2.281
C -1.348 0.254 -1.802
C -1.131 -1.099 -1.540
N 0.187 -1.617 -1.669
C 1.317 -0.973 -1.174
N 2.339 -1.795 -1.575
C 3.732 -1.580 -1.315
C 1.869 -2.937 -2.226
C 0.531 -2.828 -2.285
C -2.171 -1.926 -1.095
O -1.820 -3.209 -0.813
C -2.821 -4.079 -0.237
C -3.454 -1.378 -0.902
C -3.655 -0.029 -1.172
C -2.634 0.799 -1.624
H 0.499 2.651 -3.043
H -1.237 2.394 -3.429
H -0.740 2.909 -1.766
H 3.874 -0.649 -0.751
H 4.144 -2.426 -0.740
H 4.303 -1.526 -2.256
H 2.503 -3.742 -2.566
H -0.192 -3.514 -2.687
H -2.321 -5.038 -0.075
H -3.178 -3.672 0.720
H -3.667 -4.206 -0.930
H -4.261 -2.013 -0.542
H -4.649 0.393 -1.026
H -2.814 1.849 -1.845
*
```

calculated total energy = -103146.9402 eV
F_max = 0.0571 hartree/bohr
orbital gap = 6.45 eV


Number 1: E_LUMO 1.54 eV. Number 2: E_LUMO 0.00 eV. Number 3: E_LUMO -1.63 eV.